(1)
{
  "formula": "C29H33Cl4N5",
  "method": "the ωB97M-V functional and the def2-TZVPD basis",
  "e_homo_ha": -0.3539,
  "smiles": "c1ccncc1.c1ccncc1.c1ccncc1.c1ccncc1.c1ccncc1.ClCCCl.ClCCCl",
  "e_above_lowest_kcal_mol": 51.8,
  "max_force_ev_per_a": 3.33,
  "orbital_gap_ev": 9.64,
  "elements": ["Cl", "C", "C", "Cl", "H", "H", "H", "H", "Cl", "C", "C", "Cl", "H", "H", "H", "H", "N", "C", "C", "C", "C", "C", "H", "H", "H", "H", "H", "N", "C", "C", "C", "C", "C", "H", "H", "H", "H", "H", "N", "C", "C", "C", "C", "C", "H", "H", "H", "H", "H", "N", "C", "C", "C", "C", "C", "H", "H", "H", "H", "H", "N", "C", "C", "C", "C", "C", "H", "H", "H", "H", "H"],
  "positions_angstrom": [[-14.392, -21.262, 11.678], [-13.688, -19.860, 10.777], [-14.790, -18.916, 10.472], [-14.225, -17.701, 9.291], [-13.179, -20.220, 9.882], [-12.992, -19.365, 11.455], [-15.206, -18.499, 11.389], [-15.709, -19.400, 10.141], [-18.418, -20.605, 17.279], [-18.449, -20.979, 15.435], [-19.035, -22.315, 15.141], [-20.810, -22.171, 15.594], [-17.425, -20.899, 15.071], [-18.930, -20.137, 14.937], [-18.505, -23.133, 15.628], [-19.003, -22.540, 14.075], [-13.313, -13.192, 19.714], [-14.151, -12.268, 19.327], [-15.460, -12.498, 18.890], [-15.946, -13.806, 18.805], [-15.129, -14.815, 19.304], [-13.808, -14.487, 19.714], [-13.840, -11.254, 19.530], [-16.094, -11.711, 18.508], [-16.986, -14.054, 18.651], [-15.405, -15.847, 19.463], [-13.121, -15.301, 19.890], [-8.103, -20.930, 17.771], [-9.012, -20.162, 18.311], [-10.303, -20.103, 17.850], [-10.670, -20.963, 16.835], [-9.752, -21.847, 16.278], [-8.417, -21.761, 16.727], [-8.808, -19.538, 19.169], [-11.017, -19.377, 18.208], [-11.717, -20.973, 16.572], [-9.965, -22.435, 15.398], [-7.550, -22.290, 16.360], [-19.770, -28.772, 12.530], [-19.994, -28.365, 13.839], [-19.015, -27.725, 14.604], [-17.807, -27.530, 13.922], [-17.598, -27.851, 12.587], [-18.584, -28.512, 11.931], [-20.971, -28.578, 14.246], [-19.056, -27.476, 15.654], [-17.003, -27.081, 14.486], [-16.708, -27.604, 12.028], [-18.538, -28.803, 10.892], [-23.094, -17.030, 23.913], [-23.171, -15.896, 23.173], [-22.670, -15.747, 21.910], [-21.920, -16.830, 21.383], [-21.762, -18.001, 22.123], [-22.369, -18.021, 23.407], [-23.781, -15.061, 23.485], [-22.815, -14.871, 21.296], [-21.548, -16.784, 20.371], [-21.134, -18.814, 21.789], [-22.257, -18.768, 24.179], [-19.425, -15.283, 13.183], [-20.650, -15.299, 13.759], [-21.290, -14.224, 14.298], [-20.422, -13.154, 14.641], [-19.144, -13.086, 14.135], [-18.641, -14.179, 13.445], [-21.230, -16.113, 13.350], [-22.352, -14.243, 14.496], [-20.688, -12.303, 15.251], [-18.401, -12.348, 14.400], [-17.648, -14.167, 13.019]],
  "forces_ev_per_angstrom": [[0.27, 0.19, -0.18], [0.34, -0.42, 0.49], [-1.53, 0.15, 0.14], [-0.27, -0.07, 0.39], [-0.12, -0.09, 0.20], [0.18, -0.28, -0.17], [0.70, 0.78, 0.08], [0.41, -0.27, -0.94], [0.05, -0.34, -1.68], [1.02, 1.00, 0.73], [-1.00, 0.29, -0.03], [0.82, -0.73, -0.21], [0.24, -0.34, 0.42], [-0.53, -0.25, 0.35], [-0.49, 0.11, 0.45], [-0.10, 0.27, -0.03], [-0.28, -3.10, 0.31], [-1.20, 0.75, 0.39], [-0.28, -0.87, -0.95], [0.40, 0.05, 1.64], [2.01, 0.51, 0.62], [-0.70, 1.60, -1.39], [0.18, 0.28, -0.45], [0.12, 0.34, 0.28], [-0.08, 0.29, -0.61], [-0.38, -0.02, -0.37], [0.20, 0.17, 0.52], [1.04, -1.34, -0.90], [-0.66, 0.40, 0.20], [-0.65, -0.17, -0.70], [-0.41, -0.36, 0.21], [1.61, 0.52, -0.25], [-1.11, 1.63, 1.72], [0.79, 0.03, 0.09], [0.00, -0.07, 0.32], [-0.02, -0.07, -0.49], [-0.30, -0.29, 0.18], [-0.30, -0.29, -0.36], [-0.21, 0.57, 1.59], [0.97, -0.32, -1.73], [0.81, -0.85, -1.71], [0.29, 0.60, 0.67], [0.59, 0.32, 0.44], [-2.61, -0.32, 0.68], [-0.12, -0.12, -0.13], [-0.47, 0.02, -0.05], [0.21, 0.15, -0.05], [0.31, 0.06, 0.38], [0.21, -0.11, -0.07], [0.30, 1.41, -0.75], [-0.97, -0.31, -0.10], [1.43, -1.63, -0.89], [-0.71, -0.17, 0.27], [-0.38, 0.96, 1.05], [0.20, 0.55, 0.01], [-0.12, -0.13, 0.87], [-0.08, 0.16, 0.24], [0.22, 0.08, -0.04], [-0.15, -0.09, -0.09], [0.27, -0.85, -0.60], [1.44, 1.49, 1.62], [0.24, -0.34, -3.31], [1.38, 1.39, 1.46], [-0.85, 0.47, -0.31], [1.08, -1.31, 0.49], [-2.06, -1.67, -0.88], [-0.24, -0.50, 0.60], [0.09, 0.04, 0.32], [-0.71, -0.01, 0.00], [-0.42, 0.55, 0.07], [0.07, -0.13, -0.06]]
}

***

(2)
{
  "formula": "C29H33CoN2O2PSi",
  "method": "the ωB97M-V functional and the def2-TZVPD basis",
  "e_homo_ha": [-0.2818, -0.2763],
  "e_above_lowest_kcal_mol": 12.6,
  "spin_multiplicity": 2,
  "max_force_ev_per_a": 0.96,
  "orbital_gap_ev": [7.87, 7.76],
  "elements": ["Co", "C", "C", "C", "C", "C", "C", "P", "C", "C", "C", "C", "C", "C", "C", "C", "C", "C", "C", "C", "H", "H", "H", "H", "H", "H", "H", "H", "H", "H", "H", "H", "H", "H", "C", "C", "O", "N", "C", "C", "C", "C", "C", "C", "N", "H", "H", "H", "H", "H", "H", "H", "H", "H", "H", "C", "Si", "C", "C", "O", "H", "H", "H", "H", "H", "H", "H", "H", "H"],
  "positions_angstrom": [[0.269, 0.252, 0.173], [-5.835, -2.871, 1.659], [-5.137, -2.563, 2.822], [-3.835, -2.083, 2.752], [-3.210, -1.914, 1.513], [-3.923, -2.222, 0.357], [-5.228, -2.696, 0.426], [-1.554, -1.124, 1.323], [-0.751, -1.658, 2.899], [-0.759, -3.014, 3.223], [-0.210, -3.467, 4.414], [0.363, -2.566, 5.301], [0.404, -1.217, 4.973], [-0.142, -0.766, 3.777], [-1.968, 0.619, 1.676], [-3.109, 1.157, 2.263], [-3.181, 2.532, 2.452], [-2.124, 3.345, 2.051], [-0.999, 2.794, 1.445], [-0.904, 1.420, 1.236], [-6.850, -3.249, 1.717], [-5.610, -2.688, 3.789], [-3.308, -1.833, 3.664], [-3.448, -2.090, -0.611], [-5.768, -2.928, -0.485], [-1.214, -3.728, 2.543], [-0.231, -4.525, 4.652], [0.791, -2.915, 6.234], [0.857, -0.506, 5.656], [-0.088, 0.286, 3.528], [-3.934, 0.522, 2.565], [-4.059, 2.972, 2.913], [-2.188, 4.418, 2.193], [-0.200, 3.459, 1.121], [3.425, -0.698, -3.447], [2.577, -0.043, -2.381], [1.541, -0.539, -1.978], [3.051, 1.162, -1.938], [2.400, 2.003, -0.936], [1.065, 2.516, -1.438], [0.946, 3.741, -2.077], [-0.270, 4.103, -2.632], [-1.331, 3.223, -2.536], [-1.141, 2.033, -1.858], [0.022, 1.696, -1.308], [3.003, -1.669, -3.692], [4.451, -0.830, -3.095], [3.440, -0.075, -4.344], [3.939, 1.465, -2.292], [3.065, 2.839, -0.741], [2.279, 1.440, -0.010], [1.806, 4.397, -2.145], [-0.380, 5.051, -3.145], [-2.296, 3.452, -2.968], [-1.950, 1.325, -1.729], [1.667, -3.478, 0.426], [2.615, -1.981, 1.033], [4.152, -1.857, -0.056], [3.235, -2.273, 2.782], [1.720, -0.643, 0.966], [2.275, -4.391, 0.455], [1.344, -3.313, -0.610], [0.768, -3.647, 1.031], [4.928, -2.551, 0.285], [4.572, -0.841, -0.019], [3.919, -2.098, -1.101], [4.220, -2.757, 2.789], [2.544, -2.906, 3.353], [3.316, -1.315, 3.306]],
  "forces_ev_per_angstrom": [[0.32, 0.67, -0.61], [0.03, 0.01, 0.03], [0.06, 0.02, -0.01], [-0.06, -0.05, -0.10], [0.02, 0.04, -0.19], [0.04, -0.03, -0.02], [0.01, 0.01, -0.01], [-0.42, 0.04, 0.59], [-0.11, -0.07, -0.06], [0.01, -0.04, -0.01], [0.01, 0.00, -0.01], [0.03, 0.05, -0.02], [-0.04, 0.00, -0.03], [0.00, -0.03, 0.03], [0.14, 0.13, 0.01], [0.06, 0.07, 0.07], [0.01, -0.02, -0.01], [-0.01, -0.06, -0.02], [0.15, 0.05, -0.02], [0.10, -0.68, -0.03], [0.04, 0.03, 0.01], [0.02, -0.01, -0.04], [0.03, -0.03, -0.01], [-0.02, -0.02, 0.04], [0.04, -0.01, 0.03], [-0.02, 0.01, 0.03], [-0.01, 0.03, -0.03], [-0.03, 0.02, -0.05], [0.01, -0.04, -0.05], [-0.04, 0.02, 0.00], [0.01, 0.01, 0.00], [0.03, -0.02, -0.04], [0.01, -0.03, 0.03], [-0.06, -0.03, 0.01], [0.05, 0.04, -0.01], [0.09, 0.22, 0.07], [-0.11, 0.01, 0.09], [-0.10, -0.13, -0.07], [-0.14, -0.11, -0.25], [0.33, 0.02, -0.15], [0.11, 0.04, -0.05], [0.08, 0.07, -0.03], [-0.10, -0.07, -0.08], [-0.20, 0.05, 0.01], [-0.27, -0.35, 0.34], [-0.01, 0.04, 0.05], [-0.04, 0.02, -0.03], [0.02, -0.03, 0.03], [0.06, 0.02, -0.05], [0.03, 0.05, 0.04], [0.02, -0.08, 0.18], [-0.04, -0.06, 0.00], [0.00, -0.04, 0.06], [0.03, -0.02, 0.03], [-0.01, 0.02, 0.06], [-0.17, -0.16, -0.09], [-0.05, 0.05, 0.12], [0.10, 0.20, -0.16], [0.02, -0.10, 0.14], [-0.07, 0.21, 0.15], [-0.07, 0.09, 0.00], [0.05, -0.03, 0.13], [0.15, -0.01, -0.08], [-0.07, 0.05, -0.06], [-0.04, -0.18, -0.02], [0.05, 0.03, 0.16], [-0.16, 0.06, 0.03], [0.06, 0.12, -0.04], [0.03, -0.11, -0.03]]
}

***

(3)
{
  "formula": "C29H33CrF9IN3O2Te",
  "method": "the ωB97M-V functional and the def2-TZVPD basis",
  "e_homo_ha": [-0.1619, -0.1563],
  "e_above_lowest_kcal_mol": 0.0,
  "spin_multiplicity": 2,
  "max_force_ev_per_a": 1.29,
  "orbital_gap_ev": [6.62, 6.47],
  "total_charge": -1,
  "elements": ["Cr", "I", "C", "H", "H", "C", "C", "O", "N", "Te", "C", "C", "C", "C", "C", "C", "C", "C", "C", "C", "C", "C", "C", "C", "C", "C", "C", "C", "H", "H", "H", "H", "H", "H", "H", "H", "H", "H", "H", "H", "H", "H", "H", "H", "H", "H", "H", "H", "H", "H", "H", "H", "H", "F", "C", "F", "F", "C", "O", "C", "F", "F", "F", "C", "F", "F", "F", "C", "N", "C", "C", "N", "C", "H", "H", "H", "H", "H", "H"],
  "positions_angstrom": [[1.068, 1.376, 1.424], [4.404, 0.758, 1.669], [2.800, 2.179, 2.076], [3.116, 3.079, 1.544], [2.886, 2.362, 3.144], [0.677, 0.620, 5.092], [-0.092, 0.177, 3.845], [-1.201, -0.330, 3.981], [0.597, 0.337, 2.694], [-0.897, -0.833, 0.704], [-1.896, -2.102, -0.770], [-1.612, -3.458, -0.966], [-0.595, -4.214, -0.153], [-2.316, -4.173, -1.939], [-3.309, -3.597, -2.711], [-4.039, -4.382, -3.768], [-3.621, -2.263, -2.471], [-2.938, -1.521, -1.516], [-3.334, -0.079, -1.314], [1.010, -1.526, 0.045], [1.889, -2.180, 0.922], [1.585, -2.469, 2.366], [3.130, -2.600, 0.449], [3.532, -2.397, -0.859], [4.913, -2.781, -1.313], [2.634, -1.788, -1.724], [1.378, -1.361, -1.303], [0.464, -0.786, -2.352], [0.673, -0.205, 5.806], [0.147, 1.459, 5.542], [1.700, 0.915, 4.864], [-0.593, -3.873, 0.881], [0.416, -4.079, -0.541], [-0.824, -5.281, -0.167], [-2.081, -5.224, -2.080], [-3.775, -5.439, -3.723], [-3.793, -4.020, -4.769], [-5.121, -4.299, -3.649], [-4.417, -1.792, -3.039], [-4.252, 0.149, -1.856], [-2.550, 0.598, -1.667], [-3.498, 0.159, -0.261], [0.516, -2.475, 2.573], [2.022, -1.698, 3.003], [2.013, -3.435, 2.643], [3.810, -3.082, 1.145], [5.255, -3.690, -0.815], [5.627, -1.988, -1.074], [4.947, -2.945, -2.391], [2.913, -1.639, -2.763], [1.051, -0.343, -3.160], [-0.202, -0.031, -1.937], [-0.175, -1.566, -2.774], [-0.533, 4.922, 0.201], [-1.517, 4.724, 1.095], [-2.608, 4.369, 0.388], [-1.773, 5.924, 1.638], [-1.132, 3.589, 2.120], [-0.679, 2.504, 1.491], [-2.436, 3.214, 2.909], [-2.148, 2.592, 4.055], [-3.190, 4.293, 3.223], [-3.202, 2.399, 2.184], [-0.107, 4.211, 3.124], [0.917, 4.767, 2.448], [-0.639, 5.176, 3.900], [0.408, 3.296, 3.939], [-0.408, 3.097, -3.609], [0.508, 2.709, -2.558], [1.880, 2.598, -2.650], [2.306, 2.196, -1.423], [1.221, 2.085, -0.584], [0.163, 2.387, -1.302], [-0.465, 2.324, -4.376], [-0.083, 4.033, -4.061], [-1.393, 3.242, -3.172], [2.408, 2.794, -3.567], [3.303, 1.976, -1.078], [-0.845, 2.358, -0.925]],
  "forces_ev_per_angstrom": [[-0.84, 0.97, -0.14], [0.07, -0.10, -0.10], [-0.24, 0.16, 0.15], [0.00, 0.00, -0.02], [0.04, -0.03, -0.01], [-0.10, -0.10, -0.02], [0.48, 0.03, -0.12], [-0.19, -0.06, -0.10], [0.24, -0.15, 0.71], [-0.15, -1.13, -0.09], [-0.20, 0.39, -0.11], [-0.03, -0.04, 0.06], [0.02, 0.02, 0.02], [0.02, 0.00, -0.01], [-0.01, 0.03, -0.01], [0.00, -0.02, -0.01], [0.02, -0.03, 0.02], [0.04, 0.07, -0.03], [-0.01, 0.01, -0.01], [0.01, -0.06, -0.02], [0.02, 0.01, 0.07], [0.01, -0.05, -0.02], [-0.01, 0.02, 0.01], [-0.02, 0.02, -0.03], [0.01, 0.00, 0.00], [0.02, -0.01, 0.03], [0.03, 0.02, 0.00], [0.00, 0.00, -0.02], [0.01, 0.01, 0.01], [-0.01, -0.02, 0.03], [0.01, 0.01, -0.02], [0.03, 0.03, 0.04], [0.01, 0.01, 0.00], [0.00, 0.01, 0.00], [0.00, 0.01, 0.00], [0.00, 0.00, 0.00], [0.00, 0.00, 0.01], [0.00, 0.00, 0.00], [0.00, 0.00, 0.01], [0.01, 0.00, -0.02], [0.01, -0.02, 0.01], [-0.02, 0.00, -0.01], [-0.02, -0.01, 0.01], [0.01, -0.01, -0.03], [-0.02, -0.01, 0.00], [-0.01, -0.01, -0.01], [0.00, 0.00, 0.00], [-0.01, 0.00, 0.00], [0.00, 0.00, 0.00], [0.00, 0.00, 0.00], [0.00, 0.00, 0.00], [0.01, -0.01, 0.00], [0.02, 0.02, -0.01], [0.01, -0.14, -0.02], [0.12, -0.10, -0.19], [0.04, -0.03, 0.00], [-0.05, -0.01, 0.06], [-0.14, 0.02, 0.15], [0.63, 0.35, -0.22], [0.05, 0.01, 0.10], [-0.01, 0.04, -0.05], [-0.03, -0.01, 0.00], [-0.02, 0.00, -0.01], [0.09, -0.10, -0.07], [-0.04, 0.02, 0.05], [-0.02, -0.01, 0.01], [-0.01, 0.07, -0.06], [0.04, -0.03, 0.00], [-0.03, 0.10, -0.04], [-0.04, -0.09, -0.01], [-0.02, 0.04, 0.05], [0.18, -0.29, -0.14], [0.07, 0.04, 0.14], [-0.01, 0.00, 0.00], [-0.01, 0.00, 0.00], [-0.01, -0.01, -0.02], [0.00, 0.03, 0.01], [0.00, 0.01, 0.00], [-0.09, 0.12, 0.02]]
}

***

> Number 3 is which compound?

C29H33CrF9IN3O2Te